13
Properties=species:S:1:pos:R:3:mulliken_charge:R:1 method="wB97M-V/def2-TZVPD" energy_ha=-754.9063 smiles="CN1C=NOC(=S)N1" charge=0
C 1.478 -0.969 0.110 -0.865
N 0.424 -0.093 -0.369 0.049
C 0.588 1.243 -0.118 0.112
N -0.331 2.118 0.077 -0.391
O -1.662 1.623 -0.003 -0.138
C -1.920 0.300 -0.003 0.246
S -3.475 -0.236 -0.038 -0.328
N -0.857 -0.549 0.079 -0.289
H 2.451 -0.568 -0.208 0.342
H 1.366 -1.952 -0.328 0.281
H 1.423 -1.057 1.196 0.355
H 1.596 1.615 -0.092 0.331
H -1.079 -1.475 -0.303 0.294